Below is a single C17H21N3O2S molecule, with properties calculated with ωB97M-V with the def2-TZVPD basis set.

Bonds (Å) are listed after each position.
Cartesian coordinates (Å):
1 C -0.6069 3.4459 -4.2479  C2 1.530, H24 1.087, H25 1.087, H26 1.087
2 C -1.4350 3.9102 -3.0476  C1 1.530, N3 1.445, H27 1.092, H28 1.095
3 N -0.7041 3.9191 -1.8009  C2 1.445, C4 1.447, C6 1.369
4 C 0.0802 5.0989 -1.5053  N3 1.447, C5 1.530, H29 1.092, H30 1.095
5 C 1.5789 4.9058 -1.7462  C4 1.530, H31 1.087, H32 1.087, H33 1.087
6 C -0.6015 2.7928 -1.0299  N3 1.369, C7 1.411, C23 1.400
7 C 0.0051 2.8284 0.2435  C6 1.411, C8 1.370, H34 1.077
8 C 0.0700 1.7059 1.0262  C7 1.370, C9 1.400, H35 1.081
9 C -0.4474 0.4730 0.6104  C8 1.400, C10 1.434, C21 1.411
10 C -0.3491 -0.6663 1.4762  C9 1.434, N11 1.286, H36 1.086
11 N -0.8109 -1.8122 1.1205  C10 1.286, N12 1.366
12 N -0.7471 -2.9191 1.9188  N11 1.366, C13 1.356, H37 1.013
13 C -0.2158 -3.0924 3.1547  N12 1.356, O14 1.210, C15 1.537
14 O 0.3185 -2.2357 3.8223  C13 1.210
15 C -0.3616 -4.5444 3.6386  C13 1.537, C16 1.488, H38 1.091, H39 1.092
16 C 0.4424 -5.4604 2.7844  C15 1.488, C17 1.360, S20 1.740
17 C 1.7653 -5.7587 2.8858  C16 1.360, C18 1.414, H40 1.075
18 C 2.2181 -6.6337 1.8713  C17 1.414, C19 1.355, H41 1.075
19 C 1.2373 -6.9867 1.0059  C18 1.355, S20 1.720, H42 1.072
20 S -0.2683 -6.2613 1.4130  C16 1.740, C19 1.720
21 C -1.0512 0.4250 -0.6645  C9 1.411, O22 1.346, C23 1.385
22 O -1.5714 -0.7124 -1.1612  C21 1.346, H43 0.982
23 C -1.1169 1.5620 -1.4527  C6 1.400, C21 1.385, H44 1.076
24 H -1.2412 3.3699 -5.1275  C1 1.087
25 H 0.1911 4.1527 -4.4608  C1 1.087
26 H -0.1638 2.4736 -4.0501  C1 1.087
27 H -2.3135 3.2714 -2.9331  C2 1.092
28 H -1.7971 4.9264 -3.2324  C2 1.095
29 H -0.2829 5.9085 -2.1423  C4 1.092
30 H -0.0899 5.4043 -0.4677  C4 1.095
31 H 1.9585 4.0817 -1.1483  C5 1.087
32 H 1.7744 4.6852 -2.7920  C5 1.087
33 H 2.1161 5.8116 -1.4761  C5 1.087
34 H 0.4149 3.7447 0.6327  C7 1.077
35 H 0.5345 1.7662 2.0002  C8 1.081
36 H 0.1299 -0.4998 2.4367  C10 1.086
37 H -1.1458 -3.7258 1.4535  N12 1.013
38 H 0.0008 -4.5767 4.6673  C15 1.091
39 H -1.4167 -4.8234 3.6194  C15 1.092
40 H 2.3971 -5.3664 3.6622  C17 1.075
41 H 3.2323 -6.9823 1.7946  C18 1.075
42 H 1.2926 -7.6295 0.1504  C19 1.072
43 H -1.4406 -1.4128 -0.4855  O22 0.982
44 H -1.5791 1.4370 -2.4167  C23 1.076

Results
Frontier orbital gap   7.98 eV
2S+1   1
SMILES   CCN(CC)c1ccc(/C=N/NC(=O)Cc2cccs2)c(O)c1
Energy relative to the best compared isomer or geometry (same formula, charge and spin)   212.7 kJ/mol
E_tot   -1373.320849 Ha

Atom charges from the Löwdin analysis, given in e for atoms 1 to 6:
1. C -0.07
2. C -0.22
3. N -0.11
4. C -0.22
5. C -0.07
6. C -0.21